[1]
A 2-piece molecular cluster, H4N2O2P overall. Source: OMol25; level of theory: ωB97M-V/def2-TZVPD.

Its spin multiplicity is 3. As for the expectation value of S²: 2.011. The net charge is -1. The LUMO energy (alpha / beta) is 4.6 / 1.9 eV. The energy relative to the best compared isomer or geometry (same formula, charge and spin) is 370.3 kJ/mol. The gap between HOMO and LUMO (alpha / beta) comes out at 4.1 / 6.6 eV.

Each line ends with the Löwdin charge.
Element x y z (Å)
N 0.50234 1.31809 -0.60612  -0.2473
N 1.33141 1.47069 0.54992  -0.2044
O -1.81407 -1.94031 -0.12702  -0.2310
O 1.62913 -1.07086 -0.24874  -0.5658
P 0.58826 -0.19855 0.31996  0.5271
H -1.66625 -0.97789 -0.40983  -0.0657
H -0.52512 1.70925 -0.58656  -0.0865
H 0.91358 1.88712 1.36069  -0.0140
H -0.95927 -2.19755 -0.25231  -0.1124

Force components x, y, z for each atom (eV/Å):
-0.134 1.619 1.700
-0.113 0.292 -1.899
-3.514 2.327 -0.169
1.041 -1.110 -0.608
-0.645 -1.760 0.806
-0.798 -0.956 0.482
1.040 0.250 -0.028
-0.690 1.136 0.115
3.814 -1.798 -0.399



[2]
C41H34F4N8S4SiSr as an isolated structure. Source: OMol25; level of theory: ωB97M-V/def2-TZVPD.

The net charge is -2. The LUMO energy (alpha / beta) is 3.3 / 3.3 eV. The gap between HOMO and LUMO (alpha / beta) comes out at 4.1 / 4.1 eV.

Each line ends with the Löwdin charge.
Element x y z (Å)
Sr -0.43760 -0.12330 -0.22794  0.9197
C -2.18025 2.21097 0.86257  -0.2214
C -0.87034 2.94001 0.31016  -0.1852
N 0.44414 2.26475 0.27280  -0.1611
C 0.94237 1.98033 1.65257  -0.1841
C 0.26266 0.99311 2.63508  -0.2314
C 0.71099 0.98027 3.95732  -0.1050
C 0.24482 -0.00450 4.83256  -0.1377
C -0.62546 -0.98528 4.36654  -0.0301
C -1.03495 -0.90716 3.04954  -0.2819
C -1.84109 -1.93615 2.33679  -0.2932
N -2.34529 -1.36730 1.05636  -0.2680
C -3.63212 -0.68674 1.33514  -0.2254
C -3.88373 0.45254 0.34891  -0.2428
N -2.62077 1.07038 0.03196  -0.2138
N -0.65035 0.07627 2.22746  0.0312
H -2.08580 1.95236 1.91705  0.0993
H -2.97480 2.96843 0.82308  0.1070
H -1.09056 3.24332 -0.72135  0.1008
H -0.76202 3.87882 0.86922  0.1054
H 1.15515 2.71671 -0.21829  0.0252
H 1.95970 1.58822 1.52206  0.0072
H 1.04995 2.94323 2.16972  0.1354
H 1.43894 1.70736 4.30233  0.0851
H 0.59503 -0.02910 5.86038  0.1122
H -0.95324 -1.79278 5.00967  0.1185
H -1.17647 -2.77434 2.09668  0.0317
H -2.65396 -2.32790 2.95935  0.1095
H -2.57660 -2.42706 0.41869  0.1197
H -4.45399 -1.41093 1.30256  0.1114
H -3.63098 -0.24621 2.34112  0.1078
H -4.29010 0.02340 -0.57424  0.0783
H -4.62633 1.16290 0.72763  0.1153
H -2.66591 1.68168 -1.14430  0.2392
S -2.47866 -1.97337 -1.84007  0.5957
S -1.87815 -3.49061 -3.03487  0.4137
S 0.12630 -3.34307 -3.48494  0.0520
S 0.95990 -1.72027 -2.61212  0.0944
F -2.48363 0.27059 -6.89434  0.0760
C -3.25581 -0.09874 -5.82491  -0.1145
C -4.16806 -1.16320 -5.89390  -0.1248
F -3.89164 -2.08630 -6.85912  0.0535
C -4.77076 -1.54388 -4.65410  -0.0806
C -3.77143 -1.79840 -3.69521  -0.4503
C -3.18047 -0.54486 -3.42997  -0.3789
F -3.34617 0.02972 -2.20198  -0.1503
C -2.91802 0.34537 -4.53067  -0.1548
C -2.27636 1.46923 -4.27601  -0.2349
C -1.33097 1.39796 -3.23291  -0.1981
N -0.62484 1.17717 -2.36221  0.0561
C -2.81999 2.75848 -4.67180  -0.2090
N -3.23580 3.79872 -4.97154  0.0878
F -2.76797 -2.55139 -4.22448  -0.2922
C -5.74554 -0.77990 -3.99702  -0.1770
C -6.26783 0.49302 -4.43338  -0.1941
N -6.74155 1.51773 -4.68906  0.1476
C -6.18440 -1.09651 -2.63701  -0.2043
N -6.53964 -1.33560 -1.56066  0.1429
C 2.29640 0.00117 5.34993  -0.1750
C 2.80647 1.08291 4.63845  -0.1467
C 2.89979 1.02879 3.24424  -0.1283
C 2.49099 -0.11388 2.53324  -0.2955
C 1.96869 -1.19304 3.27513  -0.0717
C 1.87628 -1.13651 4.66853  -0.1417
Si 2.56958 -0.21601 0.67105  0.6743
C 3.55075 1.22331 -0.00550  -0.2768
C 4.91681 1.39652 0.28098  -0.0865
C 5.62979 2.47511 -0.24910  -0.1078
C 4.99375 3.39479 -1.07868  -0.1190
C 3.64355 3.23900 -1.37832  -0.0826
C 2.92633 2.16415 -0.84631  -0.1106
C 3.54587 -1.74170 0.18771  -0.2807
C 3.35627 -2.31144 -1.08634  -0.1694
C 4.06550 -3.44948 -1.47932  -0.0957
C 4.97569 -4.04023 -0.60748  -0.1304
C 5.18196 -3.48996 0.65467  -0.1243
C 4.47746 -2.34861 1.04868  -0.1146
H 2.22349 0.04650 6.43293  0.1211
H 3.13072 1.97589 5.16661  0.1275
H 3.29445 1.90280 2.72774  0.1226
H 1.62999 -2.10147 2.77673  0.1225
H 1.47444 -1.98275 5.21955  0.1333
H 5.44600 0.69089 0.92040  0.1017
H 6.68482 2.59226 -0.01640  0.0879
H 5.55121 4.22968 -1.49407  0.0872
H 3.14664 3.95297 -2.03011  0.0991
H 1.87253 2.07292 -1.10563  0.0704
H 2.65909 -1.87191 -1.79851  -0.1302
H 3.90875 -3.87191 -2.46829  0.0938
H 5.52753 -4.92480 -0.91285  0.0820
H 5.89484 -3.94676 1.33610  0.0819
H 4.67100 -1.94366 2.04131  0.0901
H -0.43696 -2.33374 0.68608  -0.0428

Force components x, y, z for each atom (eV/Å):
0.540 -2.273 -0.852
0.272 0.466 -0.379
-0.388 0.400 -0.355
-3.708 -1.811 3.681
-0.148 0.762 -0.458
-1.495 0.064 0.536
-5.688 3.049 -0.753
-2.616 1.683 -0.132
-1.349 0.441 -0.258
-0.056 0.125 -0.125
-0.854 -0.017 0.183
-2.050 -4.900 -0.617
-0.204 0.148 0.276
-0.308 -0.506 -0.417
0.631 4.244 -4.539
1.920 1.031 0.559
0.158 -0.270 -0.107
0.197 0.335 0.059
-0.066 -0.126 0.089
-0.278 0.021 0.254
0.153 1.415 -0.160
-1.079 1.030 -0.149
-0.070 0.078 0.317
-3.292 0.721 -0.450
-1.995 0.667 -0.118
-0.027 -0.024 -0.060
0.051 0.286 -0.183
-0.256 0.153 0.231
1.047 4.262 2.324
-0.138 0.239 0.053
0.247 -0.228 0.020
-0.033 0.286 0.641
-0.087 0.036 0.175
-0.109 -2.689 4.623
3.118 -4.686 1.795
2.957 -1.391 5.368
-0.314 0.990 0.709
-2.077 -0.727 -1.759
-0.773 -0.429 0.747
-1.812 -2.454 -1.162
3.256 2.040 -2.230
-0.976 -0.099 -0.302
-0.872 0.774 1.642
-3.104 0.917 -0.200
-0.134 4.115 -3.511
-0.274 1.135 -0.713
-2.833 -5.319 2.293
2.821 6.730 1.349
-1.738 0.792 -2.008
1.610 0.295 1.014
0.879 -0.595 0.136
0.101 -0.330 0.052
-0.845 -0.552 -6.114
-1.429 -0.144 0.409
-0.328 -0.199 -0.312
0.317 -0.550 0.030
0.717 -0.110 -0.533
0.006 0.121 -0.517
4.791 -0.280 0.961
3.504 -1.759 1.016
2.375 -1.206 0.522
1.972 -0.990 0.791
1.734 -0.997 0.350
2.584 -1.773 -1.354
-1.539 -1.453 -1.309
0.858 0.686 0.172
-0.020 0.613 -0.374
-0.135 -0.180 0.016
-0.023 -0.017 0.053
0.037 -0.169 0.126
1.149 0.199 -0.493
0.750 -0.408 0.292
1.095 -0.091 0.486
-0.041 0.334 0.262
-0.029 0.026 0.045
-0.142 0.151 0.008
0.071 -0.465 -0.399
0.314 -0.010 -0.080
-0.069 -0.036 0.011
0.113 -0.227 0.118
0.054 0.270 -0.146
0.283 0.070 -0.105
-0.215 0.012 -0.078
-0.056 0.009 -0.035
-0.042 -0.063 0.029
0.045 -0.075 0.028
1.275 -0.813 -0.826
1.056 -0.264 0.778
-0.042 0.046 0.048
-0.031 0.028 0.032
-0.023 0.013 -0.041
-0.144 0.028 -0.128
1.296 -0.631 -0.868



[3]
One molecule with the formula C4H5N3O. Source: OMol25; level of theory: ωB97M-V/def2-TZVPD.

The net charge is 0. The LUMO energy is -1.8 eV. The energy relative to the best compared isomer or geometry (same formula, charge and spin) is 246.5 kJ/mol. The gap between HOMO and LUMO comes out at 8.3 eV.

Each line ends with the Löwdin charge.
Element x y z (Å)
N 0.68513 2.05927 -0.81362  0.0027
C 0.52460 0.69768 -1.31253  -0.2008
C -0.09344 -0.21386 -0.29109  -0.2771
N -0.94297 -1.16895 -0.47910  0.1953
C -1.17567 -1.61018 0.80942  -0.4661
O -1.97395 -2.48344 1.14490  0.1374
C -0.13474 -1.10937 1.62028  -0.0784
N 0.48510 -0.19988 1.03586  0.1538
H -0.12535 2.64014 -0.76532  0.0594
H 0.96776 1.94755 0.16047  0.0568
H 0.04454 0.66208 -2.31084  0.1275
H 1.57058 0.28973 -1.41710  0.1365
H 0.16841 -1.51078 2.61866  0.1531

Force components x, y, z for each atom (eV/Å):
0.855 -0.388 0.779
0.568 -0.233 -0.168
-0.279 -0.902 -1.321
-0.575 2.107 -1.246
-2.913 -5.164 -0.636
0.952 1.760 -0.496
1.829 0.252 4.269
1.456 1.538 -0.360
-0.880 -0.054 -0.418
0.309 0.350 -0.183
0.116 -0.105 0.790
-0.852 0.277 -0.153
-0.586 0.562 -0.855



[4]
C13H23BN8O2SV as an isolated structure. Source: OMol25; level of theory: ωB97M-V/def2-TZVPD.

Its spin multiplicity is 4. As for the expectation value of S²: 3.765. The net charge is 0. The LUMO energy (alpha / beta) is 0.3 / -0.1 eV. The energy relative to the best compared isomer or geometry (same formula, charge and spin) is 87.4 kJ/mol. The gap between HOMO and LUMO (alpha / beta) comes out at 7.4 / 7.7 eV.

Each line ends with the Löwdin charge.
Element x y z (Å)
V 0.20953 -0.85378 -0.08524  0.6693
B 1.44680 -3.44780 2.26409  -0.3810
N 0.55310 -3.75117 1.00410  -0.0642
C 0.19778 -4.99477 0.68184  -0.0933
C -0.53552 -4.97579 -0.49359  -0.0518
C -0.58279 -3.63607 -0.84405  -0.1304
N 0.07788 -2.88790 0.06509  -0.0740
N 1.88821 -1.93527 2.38955  -0.0631
C 2.64794 -1.51874 3.41015  -0.0911
C 2.81246 -0.14878 3.32311  -0.0551
C 2.09699 0.19845 2.18218  -0.1828
N 1.54346 -0.88918 1.61495  -0.0605
H 2.46022 -4.11210 2.17688  0.0661
H 0.81531 -3.73142 3.26203  0.0680
H 0.49351 -5.81771 1.31570  0.1266
H -0.97774 -5.81165 -1.00972  0.0936
H -1.09666 -3.15555 -1.66018  0.0922
H 3.01269 -2.23026 4.13536  0.1267
H 3.36359 0.49789 3.98718  0.0936
H 1.92795 1.18055 1.76160  0.0928
C 1.10164 2.34160 -2.87410  -0.0019
C 0.54769 1.21477 -2.06272  -0.2816
N 1.09722 0.81772 -0.93870  -0.0916
O 2.31093 1.48275 -0.67686  -0.0608
C -0.67062 0.55245 -2.41941  -0.3068
C -1.52828 0.91733 -3.58669  -0.0382
N -0.98118 -0.46039 -1.60305  -0.2594
O -2.10596 -1.05313 -1.78785  -0.1670
H 2.18043 2.40681 -2.76982  0.0793
H 0.67880 3.29236 -2.53326  0.0919
H 0.83896 2.22004 -3.92390  0.0837
H 2.75600 0.88412 -0.06271  0.0695
H -1.64764 2.00055 -3.68776  0.0734
H -2.50590 0.45947 -3.45203  0.0700
H -1.11817 0.54219 -4.52983  0.0874
C -0.58234 3.51403 1.29818  -0.0589
N -1.02219 2.17464 1.68218  -0.0172
C -1.72219 1.26229 0.98997  -0.7765
S -1.66053 -0.39264 1.46626  0.7001
N -2.50084 1.56111 -0.04862  -0.0108
C -2.71373 2.82191 -0.74850  -0.0534
H 0.15026 3.83106 2.03588  0.0907
H -1.39010 4.23987 1.30441  0.0772
H -0.09061 3.51265 0.32845  0.0748
H -0.54047 1.74679 2.45512  0.1008
H -2.86249 0.72287 -0.48858  0.0960
H -3.13139 3.58300 -0.09568  0.0837
H -3.43695 2.62851 -1.53601  0.0935
H -1.80507 3.19628 -1.21539  0.0707

Force components x, y, z for each atom (eV/Å):
1.024 -0.186 1.704
-0.015 0.010 0.003
0.150 0.319 -0.151
0.036 -0.013 0.092
-0.012 -0.030 -0.038
0.078 0.094 0.247
-0.248 -1.163 -0.097
-0.083 -0.032 -0.122
-0.061 -0.126 -0.017
-0.007 0.078 -0.012
-0.091 -0.025 -0.052
0.367 0.053 0.257
-0.117 0.065 -0.010
0.055 0.067 -0.125
-0.019 0.067 -0.062
0.038 0.055 0.035
0.001 0.067 0.009
-0.033 0.057 -0.061
-0.053 -0.069 -0.062
-0.008 -0.094 0.012
0.008 -0.079 -0.153
-0.041 0.007 0.376
0.113 0.606 -0.651
0.009 -0.095 0.192
0.154 -0.283 0.169
0.000 0.191 0.004
-1.387 0.401 -1.922
0.280 0.050 0.161
0.001 -0.016 -0.004
0.009 -0.040 0.009
-0.010 0.013 0.035
0.049 0.053 0.011
0.023 -0.067 -0.003
-0.005 0.005 0.010
-0.005 0.000 0.041
-0.002 -0.156 0.078
-0.033 -0.010 -0.021
-0.180 0.022 -0.151
-0.070 0.291 0.352
0.073 0.099 -0.048
-0.023 -0.157 0.060
0.002 0.003 0.014
-0.086 0.005 -0.024
0.028 -0.035 -0.094
0.079 -0.017 0.038
-0.046 -0.022 -0.099
-0.006 0.032 0.100
-0.007 -0.008 -0.012
0.070 0.013 -0.019



[5]
One molecule with the formula C15H18FN3O3. Source: OMol25; level of theory: ωB97M-V/def2-TZVPD.

The net charge is 0. The LUMO energy is 0.0 eV. The energy relative to the best compared isomer or geometry (same formula, charge and spin) is 1055.6 kJ/mol. The gap between HOMO and LUMO comes out at 8.8 eV.

Each line ends with the Löwdin charge.
Element x y z (Å)
C -0.00547 5.58301 -1.99209  -0.0365
C 1.27981 5.39265 -1.37734  -0.4710
O 1.50654 4.21036 -1.26633  0.0190
C 1.18553 3.66173 -0.04004  -0.3155
O 0.48776 4.26487 0.86413  0.0437
N 1.62374 2.30467 -0.09882  -0.0813
C 1.10899 1.49247 0.95576  -0.1513
C 0.26787 0.42052 0.33173  -0.2127
C 0.66525 -0.30229 -0.67426  -0.3365
N 1.05192 -1.64165 -0.85550  0.1339
N 0.24397 -2.50834 -0.18481  0.0314
C -0.97622 -2.41329 0.27024  -0.3867
O -1.86505 -1.52719 -0.01773  -0.0150
C -1.58216 -3.63829 0.94869  -0.0500
C -2.70450 -3.55274 1.47863  -0.1475
C -3.27049 -4.46044 2.22691  -0.1257
C -2.89218 -5.75276 2.13832  -0.0443
C -1.53587 -5.98869 1.69814  -0.0236
C -0.98989 -5.10574 0.87519  -0.0708
F 0.28450 -5.33604 0.28153  -0.0035
C 1.53389 0.53020 -1.57306  -0.1281
C 2.45868 1.54782 -0.95848  -0.1584
H -0.12903 6.67605 -2.04699  0.1116
H 0.02100 5.07684 -3.02432  0.1367
H -0.60076 5.27204 -1.41376  -0.0381
H 2.13092 5.77389 -2.07287  0.1663
H 1.26327 6.00602 -0.44473  0.1477
H 0.50126 2.07267 1.77121  0.1585
H 2.14136 0.97150 1.52271  0.1964
H 0.11578 -0.44650 1.23993  0.1922
H -0.80774 0.77253 -0.03161  0.2001
H 0.85421 -3.30243 0.01961  0.1491
H -3.14080 -2.49233 1.51608  0.1723
H -4.38155 -4.44718 2.33555  0.1334
H -3.35853 -6.68711 2.75188  0.1643
H -1.31064 -6.90869 1.72423  0.0439
H 2.19858 -0.11974 -2.43335  0.1748
H 0.69708 1.08960 -2.33632  0.1871
H 2.71107 2.36565 -1.66670  0.1462
H 3.21791 1.14635 -0.44136  0.0878

Force components x, y, z for each atom (eV/Å):
6.541 5.539 -10.124
1.366 12.491 -2.251
2.518 -12.478 4.292
-1.313 -0.797 0.755
3.364 -2.930 -3.873
-2.346 3.659 4.264
2.024 -0.363 2.710
-7.243 -0.214 8.954
8.884 -7.203 -7.381
-3.324 5.443 -0.073
3.144 -1.152 0.848
-5.703 0.771 -1.001
3.485 -1.324 0.604
9.509 -4.022 -4.835
-4.606 7.329 2.143
-6.553 -5.041 0.781
2.265 -2.661 3.142
-4.127 3.986 -1.032
1.714 5.032 0.242
-2.202 0.397 0.851
-0.226 -0.800 -6.837
-3.688 3.602 -3.350
-0.419 -0.306 -0.617
-0.582 0.855 1.490
-9.007 -4.724 7.607
-1.241 0.314 1.060
0.537 -0.516 -0.310
1.339 -1.033 -1.803
-3.049 1.178 -1.310
-0.320 2.583 -1.918
1.621 -0.264 1.430
-1.181 -0.201 0.231
0.505 -1.613 -0.366
0.833 0.961 0.990
0.691 2.619 -1.781
2.614 -6.709 0.259
-2.015 1.379 2.681
2.352 -1.038 2.046
0.804 -1.318 -0.256
3.034 -1.430 1.737



[6]
ClMnNa3O8S2 as an isolated structure. Source: OMol25; level of theory: ωB97M-V/def2-TZVPD.

Its spin multiplicity is 6. As for the expectation value of S²: 8.756. The net charge is 0. The LUMO energy (alpha / beta) is -3.2 / -3.2 eV. The energy relative to the best compared isomer or geometry (same formula, charge and spin) is 10.4 kJ/mol. The gap between HOMO and LUMO (alpha / beta) comes out at 3.4 / 3.3 eV.

Each line ends with the Löwdin charge.
Element x y z (Å)
Na 1.06489 -3.95089 0.15291  0.7136
Na 0.64467 -0.38875 -1.96628  0.5733
Na 3.79669 -0.91514 0.47425  0.6959
Mn -1.06287 -0.10427 1.69163  0.9827
S -2.13253 -1.31019 -1.28769  0.3384
O -2.85127 -2.55669 -1.07888  -0.3528
O -1.46445 -0.95899 0.08051  -0.6616
O -0.90213 -1.45666 -2.17585  -0.5038
O -2.94534 -0.18633 -1.70565  -0.3174
S 0.99736 2.59908 0.98155  0.2488
O 1.44948 3.37379 2.17759  -0.4135
O 0.18605 1.41298 1.43025  -0.5778
O 0.08370 3.51001 0.23977  -0.3983
O 2.14522 2.13895 0.17479  -0.4435
Cl 0.99053 -1.20691 0.81111  0.1161

Force components x, y, z for each atom (eV/Å):
-0.740 0.708 0.017
1.333 1.899 0.593
-0.769 0.978 0.350
1.073 1.965 -0.979
-0.115 0.289 -0.269
0.659 0.107 -0.264
-1.428 -0.221 -0.348
-2.519 -1.571 0.379
0.495 -0.525 0.131
-0.255 6.347 0.855
0.032 -2.113 -0.827
-1.560 -2.424 1.052
0.805 -1.937 -0.198
0.156 -1.532 -0.384
2.834 -1.969 -0.108



no.,E_tot (Eh)
1,-603.60494
2,-4332.46587
3,-394.87368
4,-2464.72700
5,-1071.84175
6,-3496.47122